Record 1
Molecular formula: C3H2FLaO2
Method: DFT, wB97M-V/def2-TZVPD

total charge = +2
HOMO (alpha / beta) = -0.6797 / -0.5814 Eh

Last column: natural (NBO) charge in e.
Atoms and positions in Å:
F -1.331 1.433 -0.448  -0.30
O 0.303 -1.186 -0.428  -0.46
O 1.554 0.621 0.112  -0.79
C -1.287 -1.078 0.011  0.32
C -0.943 0.352 0.391  -0.01
C 0.463 0.048 -0.056  0.83
H -1.777 -1.055 -0.978  0.22
H -1.100 0.687 1.423  0.26
La 4.118 0.178 -0.027  1.94



Record 2
Molecular formula: H26O13
Method: DFT, wB97M-V/def2-TZVPD

total charge = 0
HOMO = -0.3887 Eh

Last column: natural (NBO) charge in e.
Atoms and positions in Å:
O -0.141 -1.190 -4.016  -0.95
H -0.912 -0.818 -4.402  0.47
H -0.413 -1.185 -3.109  0.48
O -0.178 -2.736 0.568  -0.97
H 0.446 -3.439 0.873  0.47
H 0.331 -2.312 -0.132  0.49
O -1.382 2.237 0.819  -0.96
H -2.340 2.387 0.906  0.50
H -1.012 3.102 0.594  0.50
O 0.579 1.320 -2.576  -0.97
H -0.305 1.659 -2.525  0.47
H 0.522 0.562 -3.197  0.50
O -0.180 0.158 -0.194  -1.01
H -0.621 0.842 0.290  0.50
H 0.274 0.594 -0.887  0.49
O 0.188 -0.759 2.949  -0.96
H 0.294 -1.170 2.095  0.49
H -0.130 -1.414 3.571  0.49
O -1.870 0.949 3.347  -0.96
H -1.032 0.550 3.227  0.49
H -1.946 1.686 2.704  0.47
O 3.138 -0.103 -3.098  -0.94
H 3.666 -0.915 -3.090  0.45
H 2.332 -0.401 -2.678  0.48
O 1.536 -1.539 -1.492  -0.93
H 2.006 -1.323 -0.694  0.48
H 1.837 -2.426 -1.579  0.48
O 1.897 1.327 1.220  -0.96
H 1.939 2.020 0.497  0.48
H 1.364 0.637 0.818  0.48
O -2.140 -0.849 -1.931  -0.97
H -2.169 -1.755 -1.674  0.47
H -1.578 -0.497 -1.247  0.49
O 0.538 2.788 3.150  -0.96
H 0.859 2.204 2.451  0.48
H 1.401 3.161 3.272  0.45
O -2.635 -1.182 1.568  -0.97
H -1.873 -1.721 1.505  0.46
H -2.290 -0.450 2.095  0.48



Record 3
Molecular formula: C40H36As2N5O8RhS
Method: DFT, wB97M-V/def2-TZVPD

expectation value of S² = 6.116
spin multiplicity = 5
total charge = +2
HOMO (alpha / beta) = -0.4684 / -0.4683 Eh

Last column: Mulliken charge in e.
Atoms and positions in Å:
Rh 0.683 0.574 0.389  -0.24
N -0.295 -9.670 -0.160  -0.42
C -0.209 -8.525 -0.147  -0.27
C -0.093 -7.087 -0.125  0.54
C 0.538 -6.423 -1.172  -0.92
C 0.667 -5.045 -1.132  -0.31
C 0.155 -4.320 -0.058  0.45
C -0.493 -4.994 0.976  -0.28
C -0.610 -6.372 0.951  -0.96
C 0.292 -2.838 -0.012  0.52
C 1.597 -2.327 -0.090  -0.27
C 2.803 -3.062 -0.072  -0.71
C 3.845 -2.160 -0.216  -1.59
C 3.252 -0.899 -0.319  -0.27
N 1.916 -0.979 -0.241  1.01
C -0.900 -2.107 0.085  -0.28
C -2.212 -2.619 -0.101  -0.66
C -3.088 -1.561 0.015  -1.58
C -2.294 -0.431 0.273  -0.70
N -0.998 -0.740 0.315  1.98
H 0.922 -6.986 -2.012  0.49
H 1.150 -4.525 -1.948  0.56
H -0.896 -4.431 1.808  0.57
H -1.101 -6.899 1.757  0.48
H 2.885 -4.131 0.035  0.74
H 4.899 -2.375 -0.266  0.53
H 3.741 0.050 -0.483  0.60
H -2.457 -3.644 -0.325  0.70
H -4.162 -1.578 -0.078  0.55
H -2.634 0.585 0.416  0.48
S 1.618 -1.593 6.766  -0.23
C 1.260 -0.916 5.163  0.74
C -0.017 -0.743 4.647  -1.14
C -0.147 -0.292 3.345  -0.42
N 0.906 -0.021 2.567  0.55
C 2.131 -0.210 3.063  -0.36
C 2.357 -0.649 4.354  -1.26
C 0.247 -1.059 7.745  0.47
C -0.111 0.293 7.814  -0.13
C -1.130 0.685 8.674  -0.45
N -1.648 -0.306 9.352  -0.52
C -1.417 -1.586 9.404  -0.42
C -0.404 -2.002 8.540  -0.29
H -0.907 -0.979 5.214  0.55
H -1.123 -0.184 2.890  0.38
H 2.961 -0.011 2.396  0.53
H 3.369 -0.785 4.709  0.49
H 0.402 1.053 7.240  0.45
H -1.473 1.701 8.825  0.39
H -1.990 -2.231 10.059  0.39
H -0.145 -3.052 8.514  0.41
C -2.271 7.770 -0.754  -0.73
O -1.154 6.860 -0.890  -0.23
C -1.407 5.594 -0.626  0.20
O -2.484 5.143 -0.301  -0.60
C -0.223 4.686 -0.700  0.62
C 1.017 5.095 -0.474  -0.27
As 2.661 4.014 -0.351  0.30
C 2.402 3.412 1.505  -0.79
C 1.969 2.495 -1.407  1.16
C 0.746 1.905 -1.348  0.95
As -0.984 2.868 -0.714  0.47
C -1.065 2.815 1.272  -1.20
C 0.282 1.209 -2.635  -0.12
O 0.372 1.750 -3.702  -0.56
O -0.271 0.034 -2.390  0.18
C -0.865 -0.678 -3.497  -0.95
C 2.870 2.115 -2.561  -0.38
O 3.156 0.975 -2.814  -0.59
O 3.319 3.199 -3.174  -0.40
C 4.133 2.984 -4.353  -0.79
C 1.350 6.497 -0.013  0.38
O 1.324 6.710 1.170  -0.56
O 1.787 7.402 -0.875  -0.33
C 1.864 7.078 -2.275  -0.56
H -1.870 8.749 -0.985  0.28
H -2.651 7.734 0.264  0.32
H -3.055 7.492 -1.454  0.30
H 2.047 4.260 2.088  0.47
H 3.371 3.092 1.886  0.40
H 1.689 2.590 1.584  0.03
H -0.360 3.508 1.720  0.51
H -0.955 1.820 1.710  0.31
H -2.084 3.145 1.482  0.55
H -1.787 -1.107 -3.116  0.26
H -0.176 -1.463 -3.801  0.26
H -1.055 -0.003 -4.326  0.44
H 4.789 3.845 -4.421  0.27
H 3.475 2.931 -5.217  0.32
H 4.701 2.065 -4.255  0.34
H 1.846 8.027 -2.800  0.35
H 1.016 6.472 -2.587  0.29
H 2.801 6.561 -2.480  0.25



Record 4
Molecular formula: C39H43FN10O4P2V
Method: DFT, wB97M-V/def2-TZVPD

expectation value of S² = 0.758
spin multiplicity = 2
total charge = 0
HOMO (alpha / beta) = -0.2002 / -0.1801 Eh

Last column: Mulliken charge in e.
Atoms and positions in Å:
V -0.068 -0.095 -1.303  -0.39
C 3.089 -3.942 0.711  -0.92
N 2.213 -2.800 0.737  0.33
C 1.475 -2.347 1.793  -1.04
C 0.701 -1.329 1.336  -0.96
N 0.936 -1.131 -0.009  1.74
C 1.872 -2.043 -0.355  -0.46
P 2.283 -2.489 -2.033  -0.41
C 2.547 -0.754 -2.552  -0.53
N 1.714 0.260 -2.307  1.06
C 2.348 1.390 -2.771  -0.62
C 3.559 1.052 -3.292  -0.88
N 3.680 -0.303 -3.150  0.27
C 4.805 -1.124 -3.547  -0.88
C 0.611 -2.578 -2.770  -0.35
N -0.359 -1.697 -2.582  0.99
C -1.486 -2.215 -3.151  -0.63
C -1.195 -3.435 -3.682  -0.76
N 0.131 -3.658 -3.432  0.35
C 0.879 -4.864 -3.717  -0.90
H 3.310 -4.254 1.729  0.36
H 4.024 -3.689 0.207  0.33
H 2.617 -4.769 0.174  0.33
H 1.565 -2.773 2.779  0.56
H -0.028 -0.758 1.879  0.65
H 1.905 2.366 -2.701  0.32
H 4.332 1.656 -3.735  0.46
H 5.543 -0.502 -4.047  0.34
H 4.483 -1.912 -4.225  0.33
H 5.265 -1.590 -2.675  0.32
H -2.422 -1.687 -3.105  0.07
H -1.812 -4.159 -4.187  0.43
H 0.251 -5.551 -4.278  0.34
H 1.184 -5.341 -2.786  0.33
H 1.767 -4.636 -4.304  0.33
N -2.444 1.078 -0.006  0.36
C -3.754 0.474 0.216  -0.15
C -4.719 0.768 -0.930  -1.10
C -4.437 0.042 -2.249  -0.72
N -3.161 0.416 -2.873  -0.46
H -1.826 0.831 0.758  -0.66
H -2.510 2.088 -0.024  0.34
H -4.215 0.828 1.151  0.43
H -3.609 -0.605 0.296  -0.17
H -4.735 1.851 -1.109  0.35
H -5.722 0.479 -0.609  0.43
H -5.289 0.238 -2.914  0.39
H -4.415 -1.038 -2.065  0.37
H -3.047 1.423 -2.854  0.26
H -3.156 0.128 -3.845  0.31
C -2.056 3.378 4.400  -0.56
C -2.113 4.018 3.170  -0.74
C -1.203 3.700 2.171  -0.13
C -0.209 2.748 2.394  0.12
C -0.163 2.113 3.637  -0.16
C -1.076 2.426 4.634  -0.77
P 1.011 2.176 1.129  0.91
C 2.433 3.288 1.461  -0.05
C 2.573 4.074 2.601  -0.39
C 3.704 4.862 2.773  -0.71
C 4.705 4.868 1.814  -0.53
C 4.585 4.067 0.686  -0.70
C 3.462 3.275 0.516  -0.11
C 0.387 2.866 -0.436  1.34
C 0.446 4.234 -0.721  -0.13
C -0.073 4.724 -1.905  -0.85
C -0.621 3.837 -2.823  -1.18
C -0.625 2.477 -2.562  -0.77
C -0.137 1.929 -1.360  -0.46
H -2.785 3.611 5.165  0.39
H -2.867 4.773 2.986  0.41
H -1.275 4.193 1.212  0.42
H 0.595 1.360 3.826  0.42
H -1.028 1.914 5.587  0.44
H 1.795 4.077 3.353  0.39
H 3.800 5.480 3.657  0.41
H 5.582 5.489 1.948  0.36
H 5.370 4.061 -0.060  0.41
H 3.365 2.640 -0.359  0.28
H 0.913 4.913 -0.015  0.52
H -0.035 5.784 -2.125  0.39
H -1.021 4.216 -3.757  0.36
H -0.977 1.809 -3.345  0.53
F -1.565 -0.848 4.534  -0.25
C -1.649 -2.095 4.041  0.47
C -2.144 -2.302 2.812  -0.40
N -2.258 -3.550 2.263  0.23
C -2.682 -3.672 0.868  -1.55
C -1.598 -2.970 -0.017  0.24
O -0.693 -3.706 -0.430  -0.62
O -1.749 -1.718 -0.102  0.87
C -1.841 -4.676 2.952  0.50
O -1.914 -5.806 2.518  -0.65
N -1.327 -4.410 4.209  -0.04
C -1.175 -3.187 4.865  0.07
O -0.694 -3.122 5.975  -0.65
H -2.448 -1.476 2.183  0.63
H -3.651 -3.188 0.736  0.19
H -2.734 -4.727 0.626  0.40
H -1.026 -5.224 4.724  0.23



Record 5
Molecular formula: C3H8NO2S
Method: DFT, wB97M-V/def2-TZVPD

total charge = -1
HOMO = -0.1548 Eh

Last column: natural (NBO) charge in e.
Atoms and positions in Å:
C -1.122 -1.359 -0.787  -0.65
C -1.365 -0.865 0.620  -0.52
S -1.745 0.932 0.597  -0.05
H -0.428 -0.602 -1.225  0.29
H -2.061 -1.406 -1.297  0.18
H -0.676 -2.378 -0.835  0.19
H -2.172 -1.519 1.072  0.18
H -0.429 -0.860 1.224  0.28
H -2.756 0.873 1.445  0.08
N 2.839 1.471 -0.086  -0.91
C 1.641 0.733 -0.209  0.86
O 1.274 0.113 0.812  -0.82
O 1.049 0.876 -1.311  -0.82
H 2.978 2.107 -0.856  0.36
H 2.974 1.884 0.837  0.36



Computed F_max (hartree/bohr) in order:
0.0832; 0.0538; 0.0938; 0.0715; 0.0307
Computed E_tot (a.u.) in order:
-396.591968; -993.700876; -7401.130930; -4087.072052; -722.595304
Computed energy above the lowest of the compared OMol25 structures with the same formula, charge and spin (kJ/mol) in order:
399.04; 189.97; 112.18; 120.92; 96.51